Record 1
The following is a DFT calculation (wB97M-V/def2-TZVPD) of C5H5N as an isolated structure.

The geometry in XYZ format:
```
11
Properties=species:S:1:pos:R:3:mulliken_charge:R:1
C -0.2888 1.4048 -0.3479 -0.241
C 0.6319 2.0661 0.3209 -0.497
C -0.6432 -0.8537 1.0489 -0.207
C 0.2969 -1.1644 -0.7012 -0.275
C -0.1254 0.0268 0.0642 0.105
N -0.4556 -1.9776 0.3642 -0.449
H -0.9732 1.9698 -1.0354 0.291
H 1.5534 2.1019 0.9488 0.329
H -1.0394 -1.0189 1.9882 0.479
H -0.2746 -1.1565 -1.6300 0.195
H 1.3179 -1.3984 -1.0207 0.269
```

Computed properties:
* HOMO-LUMO gap (alpha / beta): 8.30 / 8.34 eV
* total charge: 0
* molecular weight: 79.1 u
* LUMO level (alpha / beta): 0.03 / -0.20 eV
* ΔE to the lowest compared entry with this formula, charge and spin: 6.4900 eV
* HOMO energy (alpha / beta): -8.269 / -8.540 eV

=====

Record 2
The following is a DFT calculation (wB97M-V/def2-TZVPD) of an isolated ion of composition C5H5N2 and charge +1.

The geometry in XYZ format:
```
12
Properties=species:S:1:pos:R:3:mulliken_charge:R:1
H 0.2744 -0.5681 2.9797 0.292
N 0.4006 0.5023 2.8979 -0.220
N 0.1531 0.4490 1.3122 0.133
C 0.2053 1.4898 0.5219 0.040
C 0.1201 1.5477 -0.7135 0.001
C -0.2407 0.5248 -1.6561 -0.204
C -0.0380 -0.7529 -0.8112 -0.448
C 0.0747 -0.6926 0.5685 -0.043
H -1.3168 0.4058 -2.0302 0.330
H 0.3653 0.3226 -2.6378 0.336
H -0.0681 -1.6211 -1.4936 0.358
H 0.0701 -1.6073 1.0622 0.425
```

Computed properties:
* SMILES: [H]/N=[N+]1/C#CCC=C1
* HOMO-LUMO gap (alpha / beta): 8.23 / 8.02 eV
* total charge: +1
* molecular weight: 93.1 u
* LUMO level (alpha / beta): -6.41 / -7.50 eV
* ΔE to the lowest compared entry with this formula, charge and spin: 6.1159 eV
* HOMO energy (alpha / beta): -14.634 / -15.520 eV

=====

Record 3
The following is a DFT calculation (wB97M-V/def2-TZVPD) of an isolated ion of composition C5H5N2 and charge +1.

The geometry in XYZ format:
```
12
Properties=species:S:1:pos:R:3:mulliken_charge:R:1
C -1.7155 1.2153 -0.3506 0.754
C 0.8727 1.8785 -0.0719 0.016
C -0.4429 -0.5484 0.0620 -0.293
C -1.9102 -0.0815 -0.2664 -0.641
C 0.7569 0.5534 0.0320 -0.277
N -0.1347 2.8597 -0.2550 -0.609
N -1.2166 2.3297 -0.4463 0.286
H 1.9381 2.1912 -0.1132 0.354
H -0.3613 -1.1478 1.0835 0.383
H -0.4207 -1.2869 -0.8771 0.338
H -2.7847 -0.7160 -0.4025 0.418
H 1.7942 0.0691 0.1983 0.272
```

Computed properties:
* HOMO-LUMO gap (alpha / beta): 7.83 / 6.62 eV
* total charge: +1
* expectation value of S²: 2.03
* molecular weight: 93.1 u
* LUMO level (alpha / beta): -5.55 / -8.64 eV
* spin multiplicity: 3
* ΔE to the lowest compared entry with this formula, charge and spin: 2.5049 eV
* HOMO energy (alpha / beta): -13.376 / -15.260 eV

=====

Record 4
The following is a DFT calculation (wB97M-V/def2-TZVPD) of an isolated ion of composition C5H5N2 and charge +1.

The geometry in XYZ format:
```
12
Properties=species:S:1:pos:R:3:mulliken_charge:R:1
C 1.2000 -2.8180 0.3140 0.369
C 0.1028 -0.9584 -0.1241 0.611
C 0.2916 -2.2900 -0.7098 -0.409
C 1.4841 -1.4329 -0.2603 -0.228
C -0.8206 1.2113 0.6156 -0.683
N 1.8652 -3.4550 1.0376 -0.351
N -0.6853 -0.0506 0.0517 0.009
H 0.0089 -2.7644 -1.6339 0.342
H 2.3914 -1.0947 -0.7339 0.349
H -0.9882 1.9384 -0.1826 0.320
H 0.0316 1.5009 1.2415 0.361
H -1.7181 1.1998 1.2443 0.309
```

Computed properties:
* HOMO-LUMO gap (alpha / beta): 9.58 / 7.25 eV
* total charge: +1
* expectation value of S²: 2.02
* molecular weight: 93.1 u
* LUMO level (alpha / beta): -4.34 / -8.47 eV
* spin multiplicity: 3
* ΔE to the lowest compared entry with this formula, charge and spin: 2.0576 eV
* HOMO energy (alpha / beta): -13.926 / -15.724 eV

=====

Record 5
The following is a DFT calculation (wB97M-V/def2-TZVPD) of an isolated ion of composition C5H5N2O4 and charge -1.

The geometry in XYZ format:
```
16
Properties=species:S:1:pos:R:3:mulliken_charge:R:1
N -1.2181 0.4397 0.0813 -0.756
C -0.4242 -0.5422 0.7939 0.194
C 0.0493 0.0202 2.1362 0.390
O 0.3700 -0.6573 3.0995 -0.666
O -0.1114 1.3098 2.1281 -0.522
C 0.8910 -0.7381 0.0089 -0.081
N 1.8358 0.3472 -0.1895 -0.618
C 1.1529 0.0015 -1.2303 0.378
C 0.5125 0.2873 -2.5405 0.513
O 1.2382 0.2740 -3.5772 -0.713
O -0.7417 0.3793 -2.6610 -0.788
H -2.1097 0.3395 0.4873 0.187
H -1.2145 0.3426 -1.0007 0.301
H -0.9767 -1.4495 0.9805 0.451
H -0.4240 1.4721 1.1643 0.466
H 1.1704 -1.8261 0.3191 0.265
```

Computed properties:
* SMILES: N[C@H](C(=O)O)[C@@H]1N=C1C(=O)[O-]
* HOMO-LUMO gap: 8.72 eV
* total charge: -1
* molecular weight: 157.1 u
* LUMO level: 3.56 eV
* ΔE to the lowest compared entry with this formula, charge and spin: 1.1617 eV
* HOMO energy: -5.167 eV

=====

Record 6
The following is a DFT calculation (wB97M-V/def2-TZVPD) of a 2-piece molecular cluster, C5H5N2P overall.

The geometry in XYZ format:
```
13
Properties=species:S:1:pos:R:3:mulliken_charge:R:1
C 2.5537 -0.0862 0.1151 -0.242
C 1.9376 1.1976 -0.0193 0.051
N 0.6463 1.3406 0.1790 -0.435
P -0.3966 0.1450 0.4149 0.083
N 0.4131 -1.2292 0.0667 -0.453
C 1.7669 -1.1930 -0.0168 0.034
H 3.6754 -0.3223 0.0277 0.250
H 2.6165 1.9474 -0.3013 0.377
H 2.3641 -2.0422 -0.2249 0.339
C -4.1836 -0.4173 0.1466 -0.282
C -3.5856 0.5329 -0.2554 -0.521
H -4.7680 -0.9806 0.7965 0.366
H -3.0397 1.1075 -0.9288 0.431
```

Computed properties:
* SMILES: c1cnpnc1.C#C
* HOMO-LUMO gap: 9.22 eV
* total charge: 0
* molecular weight: 124.1 u
* LUMO level: -0.21 eV
* ΔE to the lowest compared entry with this formula, charge and spin: 1.9550 eV
* HOMO energy: -9.430 eV

=====

Record 7
The following is a DFT calculation (wB97M-V/def2-TZVPD) of one molecule with the formula C5H5N3.

The geometry in XYZ format:
```
13
Properties=species:S:1:pos:R:3:mulliken_charge:R:1
C -0.6000 1.2151 -0.8393 -0.376
C -1.1317 0.7740 0.4138 -0.914
C -0.3423 -0.2811 0.7884 0.266
N -0.0774 -1.2181 1.8999 -0.024
N 1.0454 -1.8985 1.5145 -0.613
C 1.5293 -1.3868 0.4245 0.023
N 0.6928 -0.4343 -0.1133 0.131
C 0.5230 0.4557 -1.1872 -0.413
H -0.9177 1.9410 -1.4742 0.520
H -2.0548 1.2363 0.8234 0.337
H -0.8501 -1.7494 2.3587 0.306
H 2.4008 -1.6262 -0.1774 0.384
H 1.2493 0.2561 -1.9624 0.374
```

Computed properties:
* SMILES: c1cc2[nH]ncn2c1
* HOMO-LUMO gap: 8.96 eV
* total charge: 0
* molecular weight: 107.1 u
* LUMO level: 1.05 eV
* ΔE to the lowest compared entry with this formula, charge and spin: 1.1155 eV
* HOMO energy: -7.911 eV

=====

Record 8
The following is a DFT calculation (wB97M-V/def2-TZVPD) of one molecule with the formula C5H5N3.

The geometry in XYZ format:
```
13
Properties=species:S:1:pos:R:3:mulliken_charge:R:1
N -0.8768 2.4413 -1.2269 -0.432
C -0.9301 1.3978 -0.6939 0.090
C -1.0243 0.1839 0.3921 0.447
C -0.7684 -1.2661 -0.2904 -0.439
C 0.3536 -1.9368 -0.3197 -0.410
C 1.4894 -1.1942 0.2302 -0.212
N 1.4680 0.1976 0.5831 -0.525
N 0.1657 0.4532 1.0828 -0.256
H -1.9855 0.2291 1.0568 0.277
H -1.4918 -2.2123 -0.4444 0.201
H 0.6140 -2.8109 -0.7167 0.518
H 2.5304 -1.4945 0.0814 0.393
H 0.3140 1.5359 1.0404 0.348
```

Computed properties:
* SMILES: N#C[C@H]1C=CC=NN1
* HOMO-LUMO gap: 8.21 eV
* total charge: 0
* molecular weight: 107.1 u
* LUMO level: -0.55 eV
* ΔE to the lowest compared entry with this formula, charge and spin: 5.0325 eV
* HOMO energy: -8.765 eV

=====

Record 9
The following is a DFT calculation (wB97M-V/def2-TZVPD) of C5H5N3 as an isolated structure.

The geometry in XYZ format:
```
13
Properties=species:S:1:pos:R:3:mulliken_charge:R:1
C 1.1881 -0.5896 -0.2606 0.172
C -0.4370 1.1783 -0.0366 -0.434
C -1.0177 -0.1705 -0.2323 0.534
C -0.0927 -1.0618 -0.3785 -0.224
C -2.2935 -0.4074 -0.0112 0.062
H 3.1484 -0.6941 0.1591 0.251
H 1.5926 1.4939 0.6156 0.329
H -0.6582 1.5744 1.0599 0.237
H -0.6859 2.0280 -0.6666 0.258
H -0.4485 -2.0306 -0.1282 0.410
N 2.1734 -1.3540 0.1656 -0.647
N 0.9589 0.8570 -0.3022 -0.423
N -3.4279 -0.8236 0.0159 -0.526
```

Computed properties:
* HOMO-LUMO gap: 8.77 eV
* total charge: 0
* molecular weight: 107.1 u
* LUMO level: -0.77 eV
* ΔE to the lowest compared entry with this formula, charge and spin: 3.2631 eV
* HOMO energy: -9.543 eV